Arrangement A

{"formula": "C6H14NO", "method": "the ωB97M-V functional and the def2-TZVPD basis", "total_charge": -1, "homo_energy_ev": -2.3, "spin_multiplicity": 1, "species": ["C", "C", "C", "N", "C", "C", "C", "O", "H", "H", "H", "H", "H", "H", "H", "H", "H", "H", "H", "H", "H", "H"], "xyz": [[-0.753, -0.178, -1.569], [-1.370, 1.207, -1.436], [0.412, -0.437, -0.594], [1.636, 0.277, -1.231], [2.478, 0.701, 1.068], [2.445, 0.058, -0.274], [-1.958, -1.044, 1.657], [-2.307, 0.248, 1.550], [-0.355, -0.376, -2.559], [-1.565, -0.861, -1.300], [-0.734, 2.037, -1.765], [-2.282, 1.225, -2.028], [-1.654, 1.347, -0.389], [0.035, 0.018, 0.330], [0.554, -1.510, -0.464], [-1.201, -1.262, 2.464], [3.468, 1.123, 1.226], [1.747, 1.474, 1.269], [2.451, -0.098, 1.822], [3.264, -0.696, -0.392], [-1.530, -1.476, 0.717], [-2.780, -1.777, 1.897]]}

---

Arrangement B

{"formula": "C6H14NO", "method": "the ωB97M-V functional and the def2-TZVPD basis", "total_charge": -1, "homo_energy_ev": -2.5, "spin_multiplicity": 1, "smiles": "CCC[C@@H](C)NC[O-]", "species": ["C", "C", "C", "C", "C", "N", "C", "O", "H", "H", "H", "H", "H", "H", "H", "H", "H", "H", "H", "H", "H", "H"], "xyz": [[-2.311, -0.661, -1.814], [-1.670, 0.244, -0.685], [-0.281, -0.600, -0.426], [0.548, -0.180, 0.733], [1.167, -1.399, 1.396], [1.610, 0.741, 0.081], [1.436, 2.163, 0.698], [0.954, 2.214, 1.957], [-3.072, -0.147, -2.391], [-1.487, -1.015, -2.480], [-2.983, -1.372, -1.389], [-1.460, 1.307, -1.034], [-2.066, 0.195, 0.279], [0.374, -0.393, -1.224], [-0.650, -1.640, -0.549], [0.196, 0.388, 1.633], [0.572, -1.816, 2.203], [2.190, -1.282, 1.664], [1.548, -2.171, 0.708], [2.452, 0.300, 0.247], [0.598, 2.511, -0.046], [2.336, 2.612, 0.437]]}

---

Least stable of them? arrangement A.

---

Arrangement A

{"formula": "C3H8NO2", "method": "the ωB97M-V functional and the def2-TZVPD basis", "s_squared": 0.754, "homo_energy_ev": [-10.1, -10.0], "spin_multiplicity": 2, "species": ["C", "O", "C", "C", "O", "N", "H", "H", "H", "H", "H", "H", "H", "H"], "xyz": [[-1.332, 0.423, 0.726], [-2.066, -0.643, 0.377], [0.024, 0.600, 0.005], [1.069, -0.288, 0.672], [2.251, -0.340, -0.116], [-0.030, 0.246, -1.420], [-1.120, 0.460, 1.801], [-1.969, 1.320, 0.599], [0.373, 1.621, 0.116], [1.379, 0.110, 1.637], [0.674, -1.305, 0.764], [1.943, -0.184, -1.028], [-0.261, -0.747, -1.463], [-0.838, 0.692, -1.842]]}

---

Arrangement B

{"formula": "C3H8NO2", "method": "the ωB97M-V functional and the def2-TZVPD basis", "s_squared": 0.751, "homo_energy_ev": [-3.9, -10.4], "spin_multiplicity": 2, "species": ["O", "C", "O", "C", "C", "N", "H", "H", "H", "H", "H", "H", "H", "H"], "xyz": [[-1.471, -0.521, 0.372], [-0.276, -0.404, 0.590], [0.295, -0.512, 1.823], [0.644, 0.248, -0.365], [0.474, 1.769, -0.481], [0.321, -0.418, -1.698], [-0.324, -0.994, 2.397], [1.669, -0.001, -0.103], [0.193, 2.056, -1.493], [1.424, 2.251, -0.295], [-0.312, 2.136, 0.172], [-0.685, -0.272, -1.880], [0.971, -0.165, -2.470], [0.494, -1.464, -1.558]]}

---

Least stable of them? arrangement B.

---

Arrangement A

{"formula": "C3H6O2P", "method": "the ωB97M-V functional and the def2-TZVPD basis", "total_charge": -1, "homo_energy_ev": [-4.4, -4.5], "spin_multiplicity": 1, "species": ["C", "C", "C", "O", "O", "P", "H", "H", "H", "H", "H", "H"], "xyz": [[2.426, -0.750, -0.010], [1.820, 0.208, -0.659], [-0.905, 0.840, 0.870], [-3.036, 0.826, -0.884], [-2.901, -1.137, 0.871], [-2.224, -0.132, -0.112], [3.481, -0.866, -0.127], [1.841, -1.643, 0.390], [2.405, 0.937, -1.206], [-0.802, 1.781, 0.228], [-0.593, 0.628, 1.856], [-1.512, -0.692, -1.218]]}

---

Arrangement B

{"formula": "C3H6O2P", "method": "the ωB97M-V functional and the def2-TZVPD basis", "total_charge": -1, "homo_energy_ev": -4.0, "spin_multiplicity": 1, "smiles": "O=P1([O-])CCC1", "species": ["O", "P", "O", "C", "C", "C", "H", "H", "H", "H", "H", "H"], "xyz": [[-0.095, 2.179, 0.947], [-0.472, 1.288, -0.163], [-1.492, 1.910, -1.106], [-0.877, -0.495, 0.582], [0.584, -0.988, 0.352], [0.922, -0.010, -0.756], [-1.566, -1.037, 0.077], [-1.293, -0.229, 1.569], [1.303, -0.738, 1.215], [0.687, -1.945, -0.090], [1.949, 0.277, -0.881], [0.350, -0.213, -1.745]]}

---

Arrangement C

{"formula": "C3H6O2P", "method": "the ωB97M-V functional and the def2-TZVPD basis", "total_charge": -1, "homo_energy_ev": [-4.2, -4.4], "spin_multiplicity": 1, "species": ["C", "C", "C", "O", "O", "P", "H", "H", "H", "H", "H", "H"], "xyz": [[-1.669, -1.001, -0.281], [-1.596, 0.190, 0.173], [0.651, 1.192, 0.639], [1.566, -1.465, 0.387], [3.102, 0.415, -0.438], [1.745, -0.129, -0.292], [-2.529, -1.576, -0.717], [-0.863, -1.573, -0.126], [-2.259, 1.050, 0.311], [0.645, 1.249, 1.775], [0.227, 2.010, 0.142], [0.981, -0.364, -1.572]]}

---

Least stable of them? arrangement A.

---

Arrangement A

{"formula": "C30H22CoN3O3", "method": "the ωB97M-V functional and the def2-TZVPD basis", "s_squared": 6.016, "homo_energy_ev": [-7.6, -7.8], "spin_multiplicity": 5, "species": ["Co", "C", "O", "C", "C", "C", "C", "C", "C", "N", "N", "C", "O", "C", "C", "C", "C", "C", "C", "C", "O", "H", "H", "H", "H", "H", "H", "H", "H", "H", "H", "H", "H", "C", "C", "C", "C", "C", "C", "C", "C", "C", "C", "C", "C", "C", "C", "C", "N", "H", "H", "H", "H", "H", "H", "H", "H", "H", "H"], "xyz": [[-0.401, -0.014, -0.107], [-2.821, -2.305, 2.547], [-1.864, -3.332, 2.754], [-0.537, -3.013, 2.786], [0.238, -3.745, 3.667], [1.606, -3.525, 3.780], [2.202, -2.562, 3.000], [1.462, -1.822, 2.070], [2.152, -0.824, 1.293], [1.596, -0.080, 0.408], [2.317, 0.869, -0.234], [1.506, 1.788, -0.705], [0.257, 1.843, -0.359], [2.016, 2.772, -1.674], [1.236, 3.881, -1.995], [1.666, 4.778, -2.958], [2.871, 4.567, -3.615], [3.642, 3.454, -3.308], [3.221, 2.559, -2.340], [0.064, -2.055, 1.930], [-0.650, -1.462, 0.999], [-3.776, -2.726, 2.859], [-2.881, -1.997, 1.504], [-2.597, -1.431, 3.164], [-0.261, -4.498, 4.263], [2.190, -4.101, 4.484], [3.265, -2.371, 3.089], [3.213, -0.677, 1.495], [0.296, 4.023, -1.479], [1.063, 5.642, -3.207], [3.213, 5.270, -4.364], [4.572, 3.281, -3.835], [3.811, 1.688, -2.088], [0.944, -0.642, -4.211], [-0.139, -0.090, -4.882], [-1.275, 0.275, -4.182], [-1.325, 0.094, -2.800], [-0.229, -0.449, -2.113], [0.899, -0.813, -2.831], [-2.484, 0.472, -1.984], [-3.801, 0.578, -2.472], [-4.826, 0.836, -1.611], [-4.566, 1.031, -0.236], [-5.565, 1.304, 0.721], [-5.232, 1.520, 2.030], [-3.885, 1.490, 2.437], [-2.894, 1.222, 1.532], [-3.216, 0.959, 0.184], [-2.218, 0.658, -0.695], [1.833, -0.931, -4.759], [-0.090, 0.063, -5.953], [-2.108, 0.731, -4.706], [1.759, -1.232, -2.321], [-3.990, 0.430, -3.526], [-5.846, 0.896, -1.971], [-6.600, 1.340, 0.402], [-6.004, 1.730, 2.758], [-3.636, 1.682, 3.472], [-1.850, 1.213, 1.821]]}

---

Arrangement B

{"formula": "C30H22CoN3O3", "method": "the ωB97M-V functional and the def2-TZVPD basis", "s_squared": 6.014, "homo_energy_ev": [-7.7, -7.9], "spin_multiplicity": 5, "species": ["Co", "C", "O", "C", "C", "C", "C", "C", "C", "N", "N", "C", "O", "C", "C", "C", "C", "C", "C", "C", "O", "H", "H", "H", "H", "H", "H", "H", "H", "H", "H", "H", "H", "C", "C", "C", "C", "C", "C", "C", "C", "C", "C", "C", "C", "C", "C", "C", "N", "H", "H", "H", "H", "H", "H", "H", "H", "H", "H"], "xyz": [[-0.035, -0.421, -0.186], [-3.932, 0.873, -1.301], [-4.041, 0.114, -2.502], [-2.948, -0.306, -3.198], [-3.180, -0.602, -4.530], [-2.172, -1.066, -5.369], [-0.900, -1.225, -4.867], [-0.635, -0.945, -3.521], [0.737, -1.088, -3.066], [1.118, -0.900, -1.859], [2.489, -0.958, -1.618], [2.704, -0.512, -0.414], [1.764, -0.083, 0.381], [4.099, -0.464, 0.092], [4.380, 0.224, 1.267], [5.681, 0.281, 1.744], [6.703, -0.354, 1.053], [6.423, -1.047, -0.119], [5.126, -1.102, -0.600], [-1.655, -0.495, -2.660], [-1.432, -0.263, -1.377], [-4.937, 1.252, -1.122], [-3.244, 1.711, -1.422], [-3.611, 0.260, -0.462], [-4.187, -0.455, -4.900], [-2.388, -1.286, -6.405], [-0.092, -1.568, -5.501], [1.496, -1.331, -3.809], [3.571, 0.705, 1.798], [5.897, 0.819, 2.658], [7.718, -0.311, 1.427], [7.218, -1.548, -0.656], [4.892, -1.634, -1.512], [-0.999, -4.137, 1.926], [-1.600, -3.634, 3.073], [-1.738, -2.265, 3.236], [-1.270, -1.401, 2.247], [-0.660, -1.897, 1.091], [-0.534, -3.271, 0.944], [-1.390, 0.073, 2.358], [-2.024, 0.727, 3.449], [-2.107, 2.083, 3.458], [-1.565, 2.840, 2.390], [-1.623, 4.252, 2.334], [-1.085, 4.922, 1.273], [-0.465, 4.206, 0.225], [-0.394, 2.843, 0.256], [-0.948, 2.132, 1.345], [-0.878, 0.769, 1.362], [-0.894, -5.208, 1.799], [-1.962, -4.308, 3.839], [-2.208, -1.891, 4.137], [-0.065, -3.681, 0.056], [-2.439, 0.146, 4.258], [-2.590, 2.599, 4.279], [-2.101, 4.788, 3.145], [-1.131, 6.002, 1.231], [-0.040, 4.746, -0.611], [0.085, 2.293, -0.545]]}

---

Least stable of them? arrangement A.

---

Arrangement A

{"formula": "C2H5O2S", "method": "the ωB97M-V functional and the def2-TZVPD basis", "total_charge": -1, "homo_energy_ev": -4.4, "spin_multiplicity": 1, "species": ["C", "S", "H", "H", "H", "O", "C", "O", "H", "H"], "xyz": [[-0.249, -2.017, 0.528], [-0.411, -0.523, 1.606], [-0.288, -1.742, -0.455], [0.758, -2.535, 0.581], [-1.056, -2.771, 0.783], [-0.431, 0.340, -1.427], [0.517, 1.234, -1.686], [1.009, 1.974, -0.760], [1.007, 1.174, -2.684], [-0.067, 0.423, 0.530]]}

---

Arrangement B

{"formula": "C2H5O2S", "method": "the ωB97M-V functional and the def2-TZVPD basis", "total_charge": -1, "homo_energy_ev": [-1.9, -2.1], "spin_multiplicity": 1, "species": ["C", "C", "O", "O", "S", "H", "H", "H", "H", "H"], "xyz": [[-0.464, -0.597, 0.263], [0.552, 0.437, -0.060], [0.806, 3.699, 0.689], [-1.484, 3.067, -0.054], [-0.338, 2.774, 0.831], [-0.115, -1.545, 0.429], [-0.950, -0.555, 1.227], [-1.153, -0.538, -0.562], [0.754, 0.620, -1.155], [1.385, 0.575, 0.547]]}

---

Least stable of them? arrangement B.

---

Arrangement A

{"formula": "C5H12IN2", "method": "the ωB97M-V functional and the def2-TZVPD basis", "total_charge": 1, "homo_energy_ev": [-13.3, -13.3], "spin_multiplicity": 1, "species": ["C", "C", "C", "C", "C", "N", "N", "I", "H", "H", "H", "H", "H", "H", "H", "H", "H", "H", "H", "H"], "xyz": [[0.724, 0.495, 0.094], [-0.701, -0.771, 1.272], [-1.670, 1.155, -0.324], [-0.801, -1.075, -1.143], [-0.605, -0.014, -0.007], [2.233, -0.979, -0.059], [1.354, 1.514, 0.385], [3.881, 0.027, 0.143], [-0.512, -0.079, 2.178], [-1.603, -1.395, 1.369], [0.093, -1.424, 1.469], [-1.276, 1.677, -1.087], [-1.965, 1.742, 0.530], [-2.563, 0.666, -0.650], [-0.632, -0.685, -2.179], [-0.131, -1.793, -0.937], [-1.723, -1.500, -1.103], [2.239, -1.455, -0.956], [1.144, 2.529, 0.679], [2.513, 1.365, 0.326]]}

---

Arrangement B

{"formula": "C5H12IN2", "method": "the ωB97M-V functional and the def2-TZVPD basis", "total_charge": 1, "homo_energy_ev": -13.2, "spin_multiplicity": 1, "smiles": "CCC/N=C(\\I)C[NH3+]", "species": ["C", "C", "C", "N", "C", "I", "C", "N", "H", "H", "H", "H", "H", "H", "H", "H", "H", "H", "H", "H"], "xyz": [[-2.337, -2.430, -0.854], [-1.818, -1.747, 0.368], [-0.311, -1.351, 0.298], [-0.097, 0.060, 0.334], [1.029, 0.645, 0.301], [2.951, -0.482, -0.015], [1.210, 2.326, 0.617], [2.127, 2.984, -0.323], [-2.337, -1.873, -1.777], [-1.952, -3.447, -1.059], [-3.402, -2.454, -0.538], [-2.053, -2.473, 1.170], [-2.422, -0.863, 0.656], [0.314, -1.848, 0.984], [-0.064, -1.529, -0.780], [1.628, 2.317, 1.702], [0.230, 2.768, 0.525], [2.223, 3.977, 0.081], [1.979, 2.825, -1.397], [3.101, 2.597, -0.294]]}

---

Least stable of them? arrangement A.